[1]
C39H45N5O4PPtSSe | ωB97M-V with the def2-TZVPD basis set

The geometry in XYZ format:
```
97
Properties=species:S:1:pos:R:3:forces:R:3:lowdin_charge:R:1
Pt 0.5214 0.0078 -0.0540 -0.1 0.5 -0.1 0.643
N -2.2502 1.5360 0.8692 0.1 0.1 0.1 -0.073
P -1.1366 1.5507 -0.4223 -0.3 -0.4 -0.3 0.869
C -2.2484 0.9921 -1.7858 -0.1 0.0 0.0 -0.322
C -2.1265 -0.3018 -2.2780 0.0 0.0 0.0 -0.102
C -2.9953 -0.7814 -3.2513 0.0 0.0 0.0 -0.093
C -4.0006 0.0349 -3.7446 0.0 0.0 0.0 -0.105
C -4.1339 1.3313 -3.2598 0.0 0.0 0.0 -0.093
C -3.2641 1.8041 -2.2908 0.0 0.0 0.0 -0.085
C -0.9247 3.2763 -0.9424 0.1 0.0 0.1 -0.346
C -1.2102 4.3723 -0.1348 0.0 0.0 0.0 -0.071
C -0.9988 5.6561 -0.6208 0.0 0.0 0.0 -0.066
C -0.4824 5.8519 -1.8932 0.0 0.0 0.0 -0.097
C -0.1825 4.7569 -2.6934 0.0 0.0 0.0 -0.090
C -0.4105 3.4734 -2.2235 0.0 0.0 0.0 -0.123
C -2.0053 0.6884 1.9459 0.0 0.1 0.0 -0.391
C -2.6722 0.8941 3.1598 0.0 0.0 0.0 -0.023
C -2.4384 0.0229 4.1928 0.0 0.0 0.0 -0.064
C -1.5565 -1.0421 4.0107 0.0 0.0 0.0 -0.070
C -0.9334 -1.1551 2.7914 0.0 0.0 0.0 -0.135
N -1.1489 -0.3136 1.7759 0.0 -0.1 0.0 0.044
H -2.5894 2.4415 1.1783 0.1 0.0 0.1 0.088
H -1.3356 -0.9310 -1.8825 0.0 0.0 0.0 0.054
H -2.8817 -1.7923 -3.6241 0.0 0.0 0.0 0.095
H -4.6779 -0.3330 -4.5057 0.0 0.0 0.0 0.094
H -4.9170 1.9756 -3.6406 0.0 0.0 0.0 0.097
H -3.3716 2.8194 -1.9264 0.0 0.0 0.0 0.108
H -1.5456 4.2400 0.8901 0.0 0.0 0.0 0.064
H -1.2140 6.5024 0.0190 0.0 0.0 0.0 0.106
H -0.3024 6.8561 -2.2580 0.0 0.0 0.0 0.093
H 0.2336 4.8993 -3.6832 0.0 0.0 0.0 0.096
H -0.1730 2.6214 -2.8491 0.0 0.0 0.0 0.085
H -3.3024 1.7632 3.2766 0.0 0.0 0.0 0.112
H -2.9191 0.1822 5.1493 0.0 0.0 0.0 0.108
H -1.3295 -1.7386 4.8058 0.0 0.0 0.0 0.094
H -0.2082 -1.9390 2.6075 0.0 0.0 0.0 0.085
C 2.8102 -3.2641 5.0703 0.0 0.0 0.0 -0.054
C 2.7816 -2.1656 4.0398 0.0 0.0 0.0 -0.265
C 3.1115 -0.8595 4.3986 0.0 0.0 0.0 0.005
C 3.0311 0.1898 3.4891 0.0 0.0 0.0 -0.231
C 3.3282 1.6015 3.8987 0.0 0.0 0.0 -0.031
C 2.6113 -0.0941 2.1991 -0.1 0.0 0.0 0.028
C 2.2648 -1.3971 1.7971 0.0 0.0 0.0 -0.276
C 2.3766 -2.4354 2.7458 0.0 0.0 0.0 -0.020
N 1.7354 -1.5325 0.5240 0.2 -0.1 0.0 -0.033
C 1.7845 -2.7918 -0.2321 0.0 0.0 0.0 -0.440
C 1.6466 -2.4344 -1.7235 0.0 0.0 0.0 -0.126
C 1.6263 -3.6878 -2.5991 0.0 0.0 0.0 -0.283
C 2.9311 -4.4630 -2.4131 0.0 0.0 0.0 -0.125
C 3.0819 -4.8312 -0.9368 0.0 0.0 0.0 -0.287
C 1.9020 -5.7115 -0.5084 0.0 0.0 0.0 -0.119
C 0.5859 -4.9530 -0.7156 0.0 0.0 0.0 -0.284
C 0.4454 -4.5727 -2.1917 0.0 0.0 0.0 -0.119
C 0.5873 -3.6869 0.1459 0.0 0.0 0.0 -0.080
C 3.1096 -3.5610 -0.0776 0.0 0.0 0.0 -0.074
H 3.6392 -3.1304 5.7664 0.0 0.0 0.0 0.074
H 2.9113 -4.2446 4.6031 0.0 0.0 0.0 0.071
H 1.8886 -3.2679 5.6572 0.0 0.0 0.0 0.079
H 3.4211 -0.6525 5.4182 0.0 0.0 0.0 0.120
H 3.6023 2.2124 3.0383 0.0 0.0 0.0 0.071
H 4.1372 1.6390 4.6308 0.0 0.0 0.0 0.077
H 2.4247 2.0421 4.3307 0.0 0.0 0.0 0.060
H 2.5284 0.7046 1.4732 0.0 0.0 0.0 0.080
H 2.0811 -3.4437 2.4995 0.0 0.0 0.0 0.093
H 2.4697 -1.7705 -2.0024 0.0 0.0 0.0 0.095
H 0.7243 -1.8610 -1.8566 0.0 0.0 0.0 0.076
H 1.5194 -3.3857 -3.6447 0.0 0.0 0.0 0.139
H 3.7793 -3.8511 -2.7347 0.0 0.0 0.0 0.119
H 2.9270 -5.3691 -3.0288 0.0 0.0 0.0 0.116
H 4.0182 -5.3768 -0.7863 0.0 0.0 0.0 0.136
H 2.0086 -5.9957 0.5440 0.0 0.0 0.0 0.118
H 1.8962 -6.6360 -1.0952 0.0 0.0 0.0 0.116
H -0.2546 -5.5851 -0.4145 0.0 0.0 0.0 0.138
H -0.4967 -4.0389 -2.3512 0.0 0.0 0.0 0.117
H 0.4204 -5.4764 -2.8103 0.0 0.0 0.0 0.116
H 0.6268 -3.9591 1.2027 0.0 0.0 0.0 0.107
H -0.3297 -3.1078 -0.0022 0.0 0.0 0.0 0.121
H 3.9289 -2.9048 -0.3882 0.0 0.0 0.0 0.135
H 3.3019 -3.8384 0.9555 0.0 0.0 0.0 0.101
C 5.0442 2.7014 -1.9947 0.0 0.0 0.0 -0.053
N 4.0796 3.0809 -0.9907 0.0 0.0 0.0 -0.140
C 4.2563 4.0902 -0.0530 0.0 0.0 0.0 -0.064
C 3.1613 4.0855 0.7377 -0.1 -0.1 0.0 -0.072
N 2.3288 3.0889 0.2833 0.2 -0.1 -0.1 0.078
C 2.8870 2.4709 -0.7630 -0.1 0.1 0.0 -0.730
S 2.2515 1.1723 -1.6945 0.1 -0.1 0.1 0.585
H 5.2546 3.5430 -2.6558 0.0 0.0 0.0 0.088
H 4.6245 1.8833 -2.5747 0.0 0.0 0.0 0.038
H 5.9712 2.3709 -1.5240 0.0 0.0 0.0 0.089
H 5.1363 4.7084 -0.0516 0.0 0.0 0.0 0.108
H 2.8579 4.6684 1.5943 0.0 0.0 0.0 0.100
H 1.3965 2.8075 0.8475 -0.1 0.1 0.0 0.034
O -1.5610 3.7985 2.9165 0.0 0.0 0.0 -0.512
Se -0.0058 3.2879 3.0357 0.0 0.2 0.1 0.760
O 0.1927 2.2234 4.2486 0.0 0.0 0.0 -0.486
O 0.2772 2.4839 1.5808 0.2 -0.2 0.1 -0.561
O 1.0691 4.5148 3.0936 0.0 -0.1 0.0 -0.506
```
Positions in Å, forces in eV/Å.

As for the calculated total energy: -145533.352 eV. For the HOMO-LUMO gap (spin up / spin down), the calculation gives 5.656 / 5.940 eV. The total charge is -1. For the largest force on an atom, the calculation gives 0.619 eV Å⁻¹. The calculation puts the LUMO energy (spin up / spin down) at 2.1 / 1.0 eV. The spin multiplicity is 3.

[2]
C5H11N | ωB97M-V with the def2-TZVPD basis set

The geometry in XYZ format:
```
17
Properties=species:S:1:pos:R:3:forces:R:3:lowdin_charge:R:1
C -1.8318 1.0951 -0.2546 0.0 0.0 0.0 -0.089
C -1.4831 -0.3887 -0.2532 -0.3 0.0 0.0 -0.252
N -0.0862 -0.6235 -0.0935 0.1 0.0 -0.5 -0.144
C 0.7103 -1.5438 0.6226 0.2 -0.3 -0.1 -0.106
C 1.0061 -0.0703 0.6069 0.0 0.3 0.0 -0.337
C 2.0066 0.5329 -0.3486 0.2 0.1 0.0 -0.061
H -2.8377 1.2375 -0.6595 0.1 0.0 0.1 0.069
H -1.8069 1.5238 0.7514 0.1 0.0 -0.1 0.070
H -1.1384 1.6574 -0.8904 -0.1 -0.1 0.1 0.072
H -2.0844 -0.9414 0.4808 -0.1 0.1 0.0 0.110
H -1.7019 -0.7965 -1.2462 -0.4 0.0 0.1 0.109
H 0.3776 -1.9761 1.5744 -0.1 0.1 -0.2 0.107
H 1.3028 -2.1923 -0.0175 0.1 -0.2 0.3 0.100
H 0.8605 0.4119 1.5808 0.0 0.1 -0.2 0.135
H 2.9973 0.6830 0.0781 0.1 0.0 0.1 0.066
H 1.6194 1.4972 -0.6942 0.1 0.0 0.1 0.069
H 2.0900 -0.1062 -1.2373 0.0 0.1 0.3 0.082
```
Positions in Å, forces in eV/Å.

As for the calculated total energy: -6851.822 eV. For the HOMO-LUMO gap, the calculation gives 9.454 eV. Its SMILES is CCN1C[C@H]1C. The total charge is 0. For the largest force on an atom, the calculation gives 0.488 eV Å⁻¹. The calculation puts the LUMO energy at 1.2 eV. The spin multiplicity is 1.

[3]
C19H68O23 | ωB97M-V with the def2-TZVPD basis set

The geometry in XYZ format:
```
110
Properties=species:S:1:pos:R:3:forces:R:3:lowdin_charge:R:1
C -0.7250 0.1507 1.2471 1.8 -1.7 -2.0 -0.149
C -0.3709 -0.2053 -0.2580 -0.8 0.9 1.7 -0.152
O 0.6007 0.6874 -0.8630 -2.4 -0.5 0.0 -0.097
O 0.4840 -0.1318 1.9540 0.1 0.2 0.6 -0.106
H -1.5043 -0.5724 1.5357 0.0 0.5 0.2 0.106
H -1.0057 1.1630 1.3683 -0.6 1.0 0.2 0.109
H -1.3362 -0.0947 -0.7544 0.4 -0.2 -0.7 0.098
H -0.0334 -1.2578 -0.2250 -0.1 0.5 -0.5 0.119
H 1.3959 0.6640 -0.3406 1.2 -0.3 0.6 0.041
H 0.7582 0.6384 2.4853 -0.3 0.1 -0.2 0.070
C 1.9877 -4.2359 -3.1829 -1.0 1.5 -1.4 -0.227
C 1.8149 -4.9493 -1.9050 0.4 -1.5 0.6 -0.241
O 3.1492 -5.3149 -1.5202 -0.1 -0.2 0.9 -0.088
O 2.9761 -3.2026 -2.9595 0.0 -1.1 -0.2 -0.092
H 1.0304 -3.7446 -3.5199 1.0 -0.4 0.3 0.120
H 2.3412 -4.9261 -3.9679 -0.2 0.2 0.2 0.127
H 1.1635 -5.8569 -1.9458 0.4 0.7 -0.1 0.134
H 1.4792 -4.2902 -1.1334 -0.8 0.6 0.3 0.105
H 3.2951 -4.8099 -0.6939 0.3 -0.4 -0.4 0.076
H 3.6935 -3.7980 -2.6475 0.0 0.8 -0.1 0.083
C 2.4949 3.9926 -0.8292 -0.5 1.2 0.2 -0.215
C 3.5008 3.9911 0.2858 0.2 0.8 -0.3 -0.250
O 3.4811 2.8024 1.0204 0.6 -0.7 0.4 -0.064
O 1.2441 3.6683 -0.1673 0.9 0.3 -0.8 -0.065
H 2.7738 3.3002 -1.6257 -0.3 -0.2 0.0 0.098
H 2.4451 5.0475 -1.2603 0.1 -1.3 0.4 0.147
H 3.2877 4.9080 0.8559 0.1 -0.4 0.5 0.124
H 4.5194 4.0887 -0.0934 0.0 0.0 -0.1 0.128
H 2.6541 2.6202 1.4828 -0.5 0.5 -0.2 0.059
H 0.5725 4.0814 -0.7077 -0.6 -0.1 0.1 0.056
C -4.2327 -1.9941 0.0970 0.4 0.2 0.9 -0.181
C -3.2268 -3.1536 0.0430 0.0 1.0 0.4 -0.203
O -3.1590 -3.5635 -1.3260 0.1 0.5 0.1 -0.072
O -4.2107 -1.2985 1.3853 0.1 -0.1 -1.0 -0.131
H -5.2333 -2.4030 -0.0710 0.0 0.3 -0.2 0.125
H -3.8749 -1.3512 -0.7076 -0.5 0.4 0.0 0.104
H -3.5645 -3.9915 0.6393 0.2 -0.1 0.4 0.121
H -2.2654 -2.7306 0.4172 -0.3 -0.7 -0.3 0.124
H -3.1300 -4.5104 -1.3631 0.0 -0.6 0.0 0.086
H -4.2709 -0.3022 1.2512 0.4 -1.3 -0.4 0.059
C 2.8004 -1.9794 0.9130 -0.5 -0.9 1.0 -0.209
C 3.4596 -0.6485 1.1411 0.5 0.3 -1.5 -0.179
O 3.0639 0.1657 -0.0103 0.5 -0.8 0.8 -0.093
O 3.5477 -2.8389 0.0112 -0.9 0.9 -0.5 -0.089
H 1.8013 -1.7744 0.5210 0.1 -0.2 0.0 0.091
H 2.6498 -2.5204 1.8816 0.3 0.3 -0.8 0.141
H 4.5397 -0.8221 1.0924 0.0 0.1 0.0 0.125
H 3.2564 -0.0886 2.0553 -0.4 -0.5 0.1 0.114
H 3.5598 0.9757 0.0894 0.2 0.9 -0.1 0.055
H 3.2662 -2.5839 -0.9083 0.4 -0.2 1.0 0.081
C 3.7173 0.4228 -4.7857 -2.0 -0.2 -0.2 -0.173
C 4.5640 0.8628 -3.6291 0.7 0.1 -0.3 -0.269
O 4.6655 2.2768 -3.6636 -1.7 0.5 0.3 -0.096
O 2.3566 1.0741 -4.7010 2.7 0.1 -0.7 -0.109
H 3.5649 -0.6622 -4.6895 0.1 0.2 -0.4 0.114
H 4.1029 0.7125 -5.7766 0.0 -0.2 0.5 0.123
H 5.6003 0.4590 -3.6785 -0.7 0.2 -0.1 0.132
H 4.1074 0.4730 -2.7091 0.0 0.2 0.1 0.108
H 3.7097 2.5578 -3.8011 1.6 -0.3 0.1 0.089
H 1.8489 0.5397 -4.0952 -0.6 -0.6 0.6 0.005
C -3.1660 0.0280 5.7871 -0.7 -0.7 -2.1 -0.216
C -3.8914 -0.4593 4.5150 1.4 0.6 0.3 -0.185
O -3.0865 -1.4936 3.8963 -0.8 0.6 1.5 -0.084
O -2.0446 0.7103 5.3116 1.3 0.4 0.7 -0.114
H -2.8729 -0.8147 6.3631 0.2 -0.7 0.8 0.115
H -3.8722 0.6477 6.3250 0.1 0.4 0.4 0.117
H -3.8856 0.4497 3.9027 -0.2 -0.2 -0.4 0.114
H -4.9199 -0.6737 4.7643 -0.4 -0.9 -0.2 0.112
H -3.4313 -1.7202 3.0334 -0.5 0.2 -0.7 0.041
H -1.1933 0.3044 5.6480 -0.9 0.4 0.0 0.058
C -1.3578 -1.4964 -4.1344 0.3 0.5 0.4 -0.212
C -0.5811 -0.2034 -4.2171 0.0 -0.7 -0.1 -0.236
O 0.4921 -0.3259 -3.3537 1.1 0.4 1.0 -0.070
O -2.0487 -1.5828 -2.8880 -0.1 0.8 -1.1 -0.067
H -0.6353 -2.3069 -4.1743 0.3 -0.1 -0.2 0.106
H -1.9202 -1.5190 -5.0549 -1.2 -0.4 -0.1 0.114
H -1.1494 0.7351 -4.0369 0.1 -0.6 -0.3 0.127
H -0.0899 -0.2269 -5.1761 -0.4 0.5 -0.9 0.121
H 0.3644 0.2221 -2.5761 0.2 0.0 0.8 0.045
H -2.3466 -2.4823 -2.7609 -0.3 -0.4 0.4 0.054
O -3.2518 0.9750 -2.0587 -0.6 0.6 0.4 -0.027
H -2.8804 1.8230 -2.3113 0.4 0.3 0.0 0.049
H -2.9608 0.3400 -2.7027 0.3 -0.9 -0.3 0.020
O -1.7438 2.7103 3.6576 -0.2 0.5 -0.1 -0.079
H -2.3988 3.4265 3.6753 0.3 -0.6 0.1 0.049
H -1.9868 2.0182 4.3281 0.1 0.4 -0.3 0.007
O 0.0214 -0.6492 6.2285 -0.6 -0.4 -0.7 -0.034
H 0.8518 -0.3104 6.5332 0.7 0.2 0.1 0.049
H 0.1426 -1.0542 5.3354 0.1 -0.2 0.3 0.045
O -0.4074 -2.0123 3.7063 -0.4 -0.4 0.9 -0.062
H -0.1283 -1.4128 3.0200 0.7 0.6 -0.7 -0.023
H -1.3515 -1.7817 3.8074 -0.1 -0.2 0.2 0.007
C 0.0036 3.3608 -3.0028 -0.5 -1.9 -1.6 -0.136
O -0.8365 2.7454 -2.0251 0.0 0.8 -0.4 -0.137
H 0.0539 4.4212 -2.9783 -0.3 1.1 0.4 0.067
H 1.0155 2.9779 -2.9288 0.2 -0.1 0.0 0.062
H -0.3622 3.0610 -4.0324 0.4 0.4 1.0 0.102
H -0.2429 2.2094 -1.4838 0.0 -0.4 0.5 0.028
C -5.7803 1.1847 0.4020 -1.0 0.5 -1.3 -0.160
O -4.3805 1.2044 0.3529 1.1 -0.4 0.4 -0.164
H -6.2231 0.8553 -0.5733 0.3 0.1 0.8 0.102
H -6.1802 0.5592 1.2148 0.4 -0.1 -0.3 0.083
H -6.1382 2.2023 0.5910 -0.1 0.0 0.0 0.076
H -3.9440 1.1222 -0.5398 -1.0 -0.1 0.6 0.048
C 1.8912 2.7307 4.1491 0.3 0.6 -1.6 -0.094
O 1.0528 2.4206 3.0405 1.8 -1.1 -0.5 -0.135
H 1.9323 3.8081 4.3301 0.0 -0.1 0.1 0.092
H 1.5482 2.2221 5.0155 0.0 -0.5 0.9 0.063
H 2.8713 2.4144 3.7766 0.1 0.0 0.8 0.083
H 0.2679 2.9193 3.0409 -2.0 0.9 0.3 0.031
```
Positions in Å, forces in eV/Å.

As for the calculated total energy: -67894.999 eV. For the HOMO-LUMO gap, the calculation gives 10.038 eV. The total charge is 0. For the largest force on an atom, the calculation gives 3.219 eV Å⁻¹. The calculation puts the LUMO energy at 0.3 eV. The spin multiplicity is 1.

- The lowest total charge belongs to which entry?
  C39H45N5O4PPtSSe

- Which value of total charge does entry 3 give?
  0

- calculated total energy of number 3 (C19H68O23)?
  -67894.999 eV

- The lowest calculated total energy belongs to which entry?
  C39H45N5O4PPtSSe